Density functional theory data (the ωB97M-V functional and the def2-TZVPD basis) for a cluster of 2 separate species, C2HFI2 in total.

XYZ file:
```
6
Properties=species:S:1:pos:R:3:nbo_charge:R:1
C -0.462 0.001 1.516 -0.394
C -1.292 0.182 0.708 0.406
F -1.903 0.367 -0.453 -0.272
H 0.172 -0.099 2.439 0.258
I 1.978 0.133 -0.837 0.001
I 1.508 -0.584 -3.374 0.000
```

Calculated values
LUMO = -1.75 eV
orbital gap = 0.276 Ha
structure (SMILES) = C#CF.II
E = -771.955541 Eh